Entry 1:
{
  "formula": "C19H39NO3S2",
  "method": "wB97M-V/def2-TZVPD",
  "homo_ev": -6.410,
  "gap_ev": 6.4356,
  "e_tot_ev": -49623.6576,
  "spin_multiplicity": 1,
  "e_above_lowest_kcal_mol": 57.7,
  "elements": ["C", "H", "C", "H", "H", "H", "C", "H", "H", "C", "H", "H", "H", "H", "H", "H", "H", "H", "C", "H", "H", "H", "C", "H", "C", "C", "C", "H", "H", "H", "H", "H", "C", "H", "N", "C", "C", "H", "H", "H", "C", "O", "H", "C", "H", "C", "H", "C", "C", "O", "H", "H", "H", "H", "C", "O", "H", "H", "S", "H", "S", "H", "C", "H"],
  "coordinates": [[-3.322, -2.211, -4.459], [-0.613, -5.451, -0.038], [-0.132, 3.873, 2.497], [-0.428, 7.218, 2.876], [-0.114, 2.979, 1.755], [-1.821, -1.164, -3.465], [-1.163, -2.489, -1.455], [-1.150, 3.424, -3.723], [-0.633, 5.632, 1.129], [-0.271, -4.680, -0.672], [-3.179, -1.657, -5.465], [-4.334, -2.176, -4.276], [0.106, -1.758, 0.576], [-0.636, -5.054, -1.647], [1.188, 3.255, -0.956], [-1.887, -3.938, 1.501], [1.845, -2.480, -1.020], [-1.326, 3.998, -1.924], [1.011, 2.845, -1.863], [2.081, 0.867, 3.413], [-2.502, 2.569, -2.536], [0.681, 2.462, 4.057], [2.945, 1.212, 3.163], [0.539, 4.039, 5.905], [0.020, 5.848, 4.609], [3.569, -0.438, 1.303], [-1.457, 3.106, -2.668], [2.481, -0.923, 1.361], [-0.290, -2.169, -2.214], [0.305, 6.616, 5.318], [0.100, 0.292, 0.465], [4.052, -0.529, 0.267], [-0.383, 6.162, 3.136], [0.958, 3.615, -2.672], [-0.864, -3.433, -0.313], [1.260, -4.491, -0.899], [0.234, -2.831, 0.629], [-2.612, -4.129, 0.052], [2.983, 2.021, 3.754], [-2.492, -2.400, 0.548], [-2.005, -3.542, 0.567], [4.905, 1.764, 1.569], [-3.196, -1.099, -2.705], [0.164, 3.573, 3.842], [-1.635, -1.419, -1.043], [-2.134, -2.741, -2.471], [-2.883, -3.135, -4.896], [1.562, -3.123, -0.350], [0.226, 4.559, 4.988], [-0.272, 0.938, -3.077], [2.262, -3.023, 0.330], [1.440, -4.432, -2.000], [1.850, -5.339, -0.426], [-1.636, -3.555, -3.190], [-2.507, -1.677, -3.225], [-0.529, 0.541, 1.095], [3.674, 0.458, 3.770], [0.313, -3.049, 1.652], [-0.479, 1.841, -1.874], [4.274, -0.791, 1.974], [3.506, 1.335, 1.542], [1.795, 2.104, -2.046], [-0.440, 5.229, 2.133], [-3.001, -3.080, -2.228]],
  "forces_ev_per_angstrom": [[3.5, 1.1, -2.9], [0.2, -0.7, 1.4], [0.1, -1.3, 0.3], [-0.3, -0.2, 0.2], [-0.1, 1.6, 1.2], [9.3, 7.4, -3.7], [1.6, 5.7, 0.4], [-0.4, -0.9, 1.5], [0.0, -0.8, 0.3], [0.9, -2.0, -3.5], [-0.2, 0.3, 1.9], [-2.3, -0.7, 0.4], [-0.6, 0.6, 0.4], [-0.4, 0.5, 0.3], [0.4, 1.5, 3.0], [1.1, -0.7, 2.4], [0.3, 4.1, -4.0], [-0.9, -1.3, -1.4], [0.1, -1.2, -3.0], [-5.9, -2.6, 0.1], [1.7, 1.9, -0.8], [-2.1, 3.0, -0.5], [6.4, -2.8, 1.5], [-0.2, 1.2, -0.1], [-0.5, 0.4, -2.7], [-2.4, -0.2, -3.2], [-1.9, 0.9, 1.9], [2.5, 1.1, -0.1], [-0.8, -0.8, 3.0], [-0.6, 0.5, -0.3], [1.7, -0.4, -1.7], [-1.0, -0.2, 1.2], [1.6, 0.1, 3.3], [0.2, -0.8, 0.6], [1.9, 2.2, 2.4], [0.2, -0.9, -0.2], [2.3, 2.6, -6.1], [-3.5, -2.6, -2.0], [0.7, 3.8, 1.3], [1.2, -3.2, 0.7], [-1.7, 6.0, -1.5], [1.2, 0.3, 0.2], [-1.1, 1.5, 1.2], [1.6, -1.3, 0.8], [2.1, -2.5, 0.1], [5.1, -7.2, -1.4], [-0.8, -0.2, 1.1], [-5.6, -3.5, 4.1], [0.0, -3.1, -3.7], [0.1, -0.8, 0.8], [4.1, -0.5, 3.3], [0.0, -0.6, 0.9], [-0.7, 1.1, -0.7], [-1.2, 1.2, 1.2], [-9.5, -2.7, -2.7], [-1.4, 0.1, 1.6], [-1.2, 1.6, -1.5], [-0.4, -1.5, 1.1], [0.5, 0.3, -2.3], [1.1, -1.0, 1.6], [-1.5, 0.0, -1.3], [0.1, 0.3, -0.2], [0.2, -0.3, 1.2], [-5.2, -3.4, 2.6]]
}

Entry 2:
{
  "formula": "C4H10NOP",
  "method": "wB97M-V/def2-TZVPD",
  "homo_ev": -8.233,
  "gap_ev": 8.9017,
  "smiles": "C=PN(CC)CO",
  "e_tot_ev": -17133.4995,
  "spin_multiplicity": 1,
  "e_above_lowest_kcal_mol": 80.0,
  "elements": ["H", "H", "N", "C", "H", "C", "H", "H", "H", "H", "P", "H", "C", "C", "O", "H", "H"],
  "coordinates": [[-1.574, -0.472, -3.078], [-0.177, -1.829, -0.105], [-0.120, 0.802, 0.187], [-0.881, -0.303, -2.234], [1.931, 0.118, 0.645], [-0.370, 1.180, 1.488], [-1.572, 2.540, 0.607], [1.561, -0.060, -0.973], [0.742, -1.868, 1.343], [-0.622, 0.519, 2.250], [-1.352, 0.766, -0.945], [-0.110, -1.089, -2.410], [0.795, -1.596, 0.191], [1.225, -0.130, -0.020], [-1.403, 2.074, 1.440], [1.474, -2.371, -0.283], [0.453, 1.720, 1.897]],
  "forces_ev_per_angstrom": [[-0.1, 0.9, 0.7], [-1.6, 0.0, -1.0], [4.1, -3.7, -2.8], [-0.6, 0.1, 0.8], [2.4, 1.4, 2.5], [0.4, 2.9, 0.0], [0.7, -0.3, 0.3], [0.8, 0.9, -3.0], [0.4, 0.6, -2.1], [-0.7, -2.2, 0.9], [0.7, -2.1, -2.7], [-0.1, 1.0, 0.9], [2.0, -1.2, 3.0], [-6.5, -1.4, 0.6], [-2.8, 1.6, 1.1], [-0.5, 1.1, 0.5], [1.5, 0.3, 0.2]]
}

Entry 3:
{
  "formula": "C6H9N2O2S",
  "method": "wB97M-V/def2-TZVPD",
  "homo_ev": [-12.644, -12.640],
  "gap_ev": [7.0925, 7.0834],
  "e_tot_ev": -24266.1244,
  "spin_multiplicity": 1,
  "total_charge": 1,
  "e_above_lowest_kcal_mol": 94.4,
  "elements": ["H", "H", "C", "H", "H", "O", "C", "C", "H", "C", "N", "H", "S", "H", "N", "H", "H", "C", "C", "O"],
  "coordinates": [[2.650, -0.591, -1.006], [2.593, -1.721, 0.228], [-2.635, -2.244, 0.016], [2.559, 2.119, -0.591], [-3.314, -2.171, 0.812], [-3.000, 1.085, -0.124], [2.417, -0.684, 0.000], [-1.650, -1.004, 0.004], [-3.359, -2.550, -0.881], [1.675, 2.189, 0.156], [0.724, 1.088, 0.068], [1.223, 3.152, -0.048], [-0.023, -1.563, -0.032], [2.853, 0.070, 0.699], [-0.597, 1.312, -0.176], [-2.136, -3.266, 0.198], [2.070, 2.280, 1.109], [0.996, -0.215, 0.053], [-2.147, 0.273, -0.063], [-0.899, 2.443, -0.421]],
  "forces_ev_per_angstrom": [[1.3, 0.7, -1.9], [-0.2, -0.2, 0.7], [0.0, -1.9, -1.8], [-1.7, -0.3, 1.1], [-0.8, 0.4, 1.3], [1.2, -1.8, 0.2], [-0.9, 1.8, 2.1], [-1.7, -1.8, -0.6], [1.9, 1.5, 1.2], [1.6, 0.6, -2.9], [-0.7, -0.5, -0.4], [-0.6, -0.3, -0.2], [-0.4, 2.4, 0.3], [1.0, -1.1, -0.8], [-0.1, 2.8, -0.4], [-0.1, 1.8, -0.2], [0.7, -0.3, 2.0], [0.4, -3.3, -0.1], [-1.3, 0.2, -0.2], [0.2, -0.9, 0.3]]
}

Entry 4:
{
  "formula": "C2H4NOP",
  "method": "wB97M-V/def2-TZVPD",
  "homo_ev": -9.247,
  "gap_ev": 10.1338,
  "smiles": "C1=NPCO1",
  "e_tot_ev": -14963.8288,
  "spin_multiplicity": 1,
  "e_above_lowest_kcal_mol": 18.8,
  "elements": ["C", "H", "P", "N", "H", "H", "O", "H", "C"],
  "coordinates": [[-0.397, -1.013, -0.301], [-0.625, 2.278, 0.160], [1.468, -0.493, -0.153], [1.017, 1.156, 0.149], [-0.753, -1.469, -1.254], [1.480, -0.807, 1.156], [-1.096, 0.386, -0.336], [-0.862, -1.390, 0.560], [-0.231, 1.352, 0.020]],
  "forces_ev_per_angstrom": [[-0.3, 2.9, -1.9], [-1.5, 2.6, 0.3], [-1.3, 0.2, -1.3], [-0.1, 0.1, -0.1], [0.5, 0.1, 0.9], [0.4, -0.6, 1.7], [0.6, -0.9, 0.1], [-0.2, -1.2, 1.0], [1.9, -3.2, -0.7]]
}

Entry 5:
{
  "formula": "C4H3BF3O4",
  "method": "wB97M-V/def2-TZVPD",
  "homo_ev": -5.273,
  "gap_ev": 8.4743,
  "smiles": "CB(OC(=O)C(=O)[O-])C(F)(F)F",
  "e_tot_ev": -21218.6396,
  "spin_multiplicity": 1,
  "total_charge": -1,
  "e_above_lowest_kcal_mol": 40.6,
  "elements": ["C", "H", "C", "B", "O", "F", "C", "O", "H", "H", "O", "C", "F", "F", "O"],
  "coordinates": [[-1.901, -1.374, -0.835], [1.941, -1.629, 0.084], [0.329, 1.705, 0.002], [0.503, 0.069, 0.341], [-0.424, -0.542, 0.903], [-0.932, 2.179, 0.273], [2.037, -0.441, 0.065], [-2.573, -0.790, 1.480], [2.673, -0.027, 0.858], [2.334, 0.103, -0.779], [-1.331, -0.649, -1.642], [-1.701, -0.945, 0.669], [1.202, 2.511, 0.788], [0.575, 2.112, -1.262], [-2.732, -2.283, -0.946]],
  "forces_ev_per_angstrom": [[-1.7, -0.8, 1.0], [0.9, 2.6, -0.5], [-0.6, 1.1, 0.4], [5.2, 3.4, -3.0], [-2.8, -2.7, 3.0], [0.8, -0.3, 0.1], [-2.7, -2.0, 2.3], [1.1, -0.5, -0.3], [-0.1, -0.5, 0.2], [0.6, -0.1, -1.8], [1.2, 0.6, -0.5], [-1.8, 0.8, -0.2], [-0.8, -1.1, -0.6], [0.2, -0.5, 0.2], [0.4, -0.1, -0.3]]
}

Entry 6:
{
  "formula": "C25H5F15GeNO5PtS",
  "method": "wB97M-V/def2-TZVPD",
  "homo_ev": -5.630,
  "gap_ev": 7.6175,
  "e_tot_ev": -149096.8179,
  "spin_multiplicity": 1,
  "total_charge": -1,
  "e_above_lowest_kcal_mol": 11.3,
  "elements": ["F", "C", "C", "Ge", "C", "O", "C", "F", "C", "F", "C", "F", "H", "O", "F", "C", "H", "H", "C", "H", "C", "C", "N", "O", "F", "C", "C", "C", "C", "F", "C", "C", "F", "C", "C", "C", "F", "O", "C", "O", "F", "C", "F", "F", "C", "H", "Pt", "F", "C", "C", "F", "S", "C", "F"],
  "coordinates": [[2.064, 6.005, 2.141], [-2.195, -1.106, 3.408], [1.100, 5.522, -2.468], [1.004, 3.997, 0.085], [-2.783, 5.866, 2.407], [-0.703, 1.866, 1.789], [1.598, 6.366, -3.447], [3.675, 5.869, 0.022], [2.931, 6.008, -1.085], [-3.854, 6.365, 3.029], [1.727, 5.333, -1.237], [-3.584, 6.647, 0.335], [-2.628, -3.179, 3.748], [-2.126, 1.865, 3.526], [2.832, 1.499, 0.973], [-1.498, 1.302, 2.651], [2.133, -0.871, -1.415], [2.443, 0.321, -2.279], [3.031, 2.571, 1.736], [-1.669, -3.932, 1.552], [3.570, 4.730, 3.368], [2.783, 7.042, -3.234], [-1.101, -0.682, 1.399], [0.074, -1.081, -0.874], [5.061, 3.397, 4.613], [-2.198, -2.458, 3.066], [2.386, 3.765, 1.478], [2.681, 4.825, 2.319], [-1.662, -2.894, 1.853], [-0.015, 4.871, -2.790], [3.459, 6.855, -2.046], [-0.516, 4.817, 1.092], [0.220, 4.128, 3.251], [-1.624, -0.216, 2.520], [4.195, 3.516, 3.604], [-0.689, 4.709, 2.468], [3.275, 7.855, -4.170], [-0.487, -3.252, -0.872], [-2.644, 6.007, 1.041], [2.768, -0.149, -1.506], [4.540, 1.269, 3.017], [-1.523, 5.487, 0.419], [-1.916, 5.103, 4.449], [-1.441, 5.669, -0.907], [-0.467, -2.149, -0.362], [-2.628, -0.739, 4.327], [-0.262, 0.645, 0.231], [0.950, 6.522, -4.606], [3.927, 2.435, 2.789], [-1.107, -1.948, 1.010], [4.618, 7.489, -1.834], [0.553, 2.298, -1.181], [-1.797, 5.218, 3.125], [3.826, 5.778, 4.160]],
  "forces_ev_per_angstrom": [[0.0, 0.0, 0.0], [-0.1, -0.1, 0.0], [0.1, 0.0, 0.0], [-0.1, 0.1, -0.1], [0.0, 0.0, 0.0], [-0.3, 0.1, -0.1], [0.0, 0.0, 0.0], [0.0, 0.0, -0.1], [-0.1, 0.0, 0.0], [0.0, 0.0, 0.0], [0.0, -0.1, 0.0], [0.0, 0.0, 0.0], [0.0, 0.0, 0.0], [0.2, 0.1, 0.0], [0.0, 0.1, 0.1], [-0.2, -0.1, 0.4], [-0.1, 0.1, 0.1], [0.0, 0.2, 0.1], [0.1, -0.1, -0.1], [0.0, 0.0, 0.0], [0.0, 0.0, 0.0], [0.0, 0.0, 0.0], [0.3, 0.2, -0.3], [-0.2, 0.1, -0.1], [0.0, 0.0, 0.0], [0.0, 0.0, -0.1], [-0.1, 0.0, 0.0], [0.0, 0.0, 0.1], [-0.1, 0.1, 0.0], [0.0, 0.0, 0.0], [0.0, 0.0, 0.1], [0.1, 0.0, -0.1], [0.0, -0.1, 0.0], [0.0, 0.0, 0.2], [0.0, 0.0, 0.0], [-0.1, 0.1, 0.0], [0.0, 0.0, 0.0], [0.0, 0.0, 0.1], [0.0, 0.0, 0.0], [0.3, -0.3, -0.2], [0.0, 0.0, 0.0], [0.0, 0.0, 0.0], [0.0, 0.0, 0.0], [0.0, 0.0, 0.1], [0.1, -0.1, -0.1], [0.0, 0.0, 0.0], [0.2, -0.2, 0.1], [0.0, 0.0, 0.0], [0.0, 0.0, 0.0], [0.0, 0.0, 0.0], [0.0, 0.0, 0.0], [0.0, 0.0, 0.0], [0.0, 0.0, 0.0], [0.0, 0.0, 0.0]]
}